# C59H39MgN11OP

A structure of composition C59H39MgN11OP (ωB97M-V/def2-TZVPD, the Open Molecules 2025 dataset).

```
112
Properties=species:S:1:pos:R:3:forces:R:3
Mg -1.74625 -0.06115 -0.21183 -0.665 -0.128 1.008
C -6.16468 4.95222 -1.56150 -0.214 1.280 0.032
C -7.18235 4.06656 -1.21859 1.507 -2.814 -0.419
C -6.79474 2.65386 -1.10000 0.030 1.789 0.357
C -5.45461 2.29012 -1.07541 0.662 1.420 -0.636
C -4.71286 1.05160 -0.75229 0.190 -0.278 1.164
N -3.38407 1.25872 -0.76504 0.369 0.365 -0.269
C -3.14946 2.62280 -1.03623 0.116 -0.525 0.504
N -2.06495 3.28409 -0.82880 -0.980 0.512 -0.056
C -0.92059 2.88335 -0.24981 0.821 0.105 1.020
C -0.01184 3.82900 0.38494 0.247 -2.122 -1.288
C -0.06683 5.19254 0.65725 -0.630 1.464 -0.214
C 0.95529 5.80519 1.38398 -0.528 -0.746 -0.265
C 2.13743 5.05175 1.70274 -0.207 -0.874 -0.282
C 2.23134 3.68803 1.44682 -1.031 -0.507 -0.260
C 1.09248 3.02924 0.81888 0.577 0.255 0.968
C 0.72457 1.67978 0.56209 0.793 -0.519 0.503
N 1.44694 0.46536 0.99575 2.313 0.069 0.315
C 0.70591 -0.43204 1.85591 -0.111 0.199 -1.182
N -0.50551 -0.86637 1.41517 1.159 -0.209 1.560
C -0.95540 -1.71986 2.42143 0.642 -0.201 0.296
N -2.16537 -2.21784 2.52166 -1.991 -0.604 0.519
C -3.28124 -1.87906 1.90834 0.991 -0.599 0.741
N -3.40322 -1.00197 0.87436 -2.161 0.310 -1.225
C -4.78044 -0.89042 0.58745 2.504 2.004 -0.283
N -5.35632 0.04171 -0.19923 -0.504 -0.888 -0.051
C -5.53665 -1.71744 1.47128 -0.701 -1.122 1.807
C -6.89506 -1.96187 1.70353 -0.019 0.028 -1.026
C -7.30235 -3.08254 2.46256 -0.864 1.008 -0.468
C -6.39397 -3.78728 3.21600 2.534 0.689 -0.217
C -4.99529 -3.34627 3.17996 -1.923 -2.395 0.917
C -4.60856 -2.36676 2.32026 0.486 0.304 -1.328
C 0.02497 -1.90641 3.50180 0.275 1.126 -2.498
C 0.08643 -2.69683 4.67233 -0.993 -0.088 -0.167
C 1.10929 -2.48809 5.57046 0.391 1.825 -1.062
C 2.05460 -1.40055 5.26606 0.319 -0.744 0.575
C 2.04514 -0.67855 4.08144 -0.264 -1.686 0.149
C 1.08418 -0.99866 3.09604 -0.950 -0.175 1.370
N -0.49357 1.57362 -0.02625 1.099 1.689 -0.266
C -4.44535 3.26996 -1.25294 -1.115 0.553 -0.893
C -4.80711 4.57998 -1.58298 1.305 0.841 0.384
H -6.46439 6.01619 -1.78886 0.560 -1.184 0.370
H -8.21035 4.38822 -1.08242 0.149 -0.150 -0.246
H -7.48403 1.85281 -0.96084 -0.773 -0.193 0.239
H -0.96148 5.75471 0.24635 1.119 -0.572 0.890
H 0.78010 6.79962 1.81159 0.442 -0.225 -0.556
H 3.01455 5.53507 2.10792 -0.107 0.207 0.330
H 3.10570 3.07384 1.76168 -0.621 0.783 -0.320
H -7.59919 -1.29535 1.19780 -0.054 -0.552 0.005
H -8.36558 -3.40044 2.43517 0.757 0.440 0.169
H -6.73191 -4.66800 3.76349 0.406 0.265 0.017
H -4.24095 -3.94121 3.70364 -0.236 0.406 0.042
H -0.75634 -3.41029 4.84626 0.916 0.606 -0.047
H 1.12218 -3.02122 6.51165 0.283 0.024 -0.038
H 2.88224 -1.18592 5.98017 -0.804 -0.219 -0.463
H 2.84750 -0.02124 3.84788 0.515 0.742 0.100
H -3.96929 5.35762 -1.71917 -1.520 -1.275 0.043
C 7.55967 1.48623 2.11472 -1.907 -0.863 -0.412
C 6.41114 1.67573 2.93065 1.955 1.244 0.682
C 5.14855 1.48264 2.46216 -0.295 -1.556 -0.304
C 4.97788 0.79294 1.25468 -1.426 0.988 0.382
C 6.06761 0.53145 0.43024 0.018 -0.322 0.958
C 7.36869 0.84519 0.89340 -2.067 0.723 0.450
P 3.29404 0.14420 0.64519 -2.504 -0.470 -1.169
C 3.39593 0.64966 -1.10722 0.282 2.229 -0.512
C 3.68603 2.01789 -1.45577 -0.082 -1.264 1.649
C 3.63913 2.40703 -2.75223 0.428 0.941 -2.209
C 3.51642 1.45382 -3.81436 0.357 0.415 -0.148
C 3.30354 0.13251 -3.44977 -0.668 1.240 -0.426
C 3.06918 -0.18848 -2.11461 2.148 1.095 -1.790
C 3.49395 -1.66434 0.88850 -1.130 0.306 -0.543
C 4.33079 -2.22224 1.83741 0.176 0.324 0.728
C 4.60449 -3.60415 1.93733 -0.966 0.045 -1.697
C 3.98696 -4.43767 1.01895 -0.334 1.011 1.621
C 2.94310 -3.94443 0.21223 0.776 2.342 0.953
C 2.27687 -4.88120 -0.51857 -0.986 -1.171 -1.493
C 1.46943 -4.49252 -1.57543 0.800 0.033 -0.079
C 1.34685 -3.10631 -1.91575 1.129 -1.174 0.300
C 2.07834 -2.16286 -1.22906 -3.339 -1.112 3.484
C 2.68340 -2.49493 0.03291 2.069 -2.637 -1.226
H 8.54611 1.81552 2.34444 0.461 0.035 0.673
H 6.50194 2.04833 3.96378 0.198 0.063 -0.663
H 4.32766 1.70113 3.12113 -0.359 0.011 0.010
H 5.84880 0.02191 -0.49738 0.464 -0.004 -0.182
H 8.17699 0.65630 0.26500 1.293 -0.282 -0.974
H 3.90994 2.71427 -0.66635 0.031 0.482 0.086
H 3.76964 3.47910 -3.03193 -0.043 -0.937 0.420
H 3.63458 1.76784 -4.90162 -0.276 -0.295 1.496
H 3.12938 -0.61186 -4.22875 0.172 -0.059 0.032
H 2.27774 -1.07179 -1.66227 -0.377 -1.219 0.136
H 4.78779 -1.60110 2.60169 0.067 0.236 -0.243
H 5.25943 -4.00277 2.67439 0.557 -0.013 0.427
H 4.16109 -5.50318 0.98819 0.200 -0.119 0.139
H 2.54776 -5.91732 -0.22534 -0.640 0.496 -0.848
H 1.18319 -5.28458 -2.24955 -0.831 -0.024 -0.081
H 0.78832 -2.78677 -2.79738 0.003 -0.267 0.080
C -0.50966 1.27150 -3.83878 -0.593 0.106 -0.462
N -1.12395 -0.02598 -4.17370 0.204 1.037 -0.869
C -1.21656 -0.27053 -5.50486 -1.187 -2.058 0.144
C -1.85513 -1.43070 -5.94879 0.353 0.246 0.197
C -2.46882 -2.21390 -4.89315 0.096 0.334 0.874
N -2.28501 -1.94390 -3.59494 -0.732 -0.466 -0.435
C -1.59936 -0.87738 -3.17428 1.248 0.064 -0.280
O -1.23206 -0.63386 -2.00501 -0.852 -0.590 -1.157
N -3.33135 -3.24655 -5.16453 0.524 -0.083 -1.212
H 0.37075 1.37462 -4.48461 0.101 0.049 0.685
H -0.31782 1.25087 -2.76962 0.321 0.447 -0.124
H -1.22729 2.06536 -4.14284 0.412 -0.350 0.599
H -0.80079 0.51536 -6.13636 -0.077 -0.491 0.003
H -1.90632 -1.77757 -7.00879 0.004 0.712 1.084
H -3.22552 -3.79896 -6.01405 -0.045 0.642 0.338
H -3.86211 -3.70754 -4.44920 0.362 0.219 0.543
```
Forces are in eV/Å.

Output
molecular weight = 973.3 g mol⁻¹
electronic energy = -3490.740741 hartree
orbital gap (alpha / beta) = 4.6 / 4.8 eV
HOMO (alpha / beta) = -2.851 / -2.979 eV
relative energy (zero: lowest compared OMol25 entry of this formula, charge and spin) = 68.0 kcal per mole
total charge = -1